1.
{"formula": "C2H4OS2", "method": "wB97M-V/def2-TZVPD", "elements": ["C", "C", "O", "S", "S", "H", "H", "H", "H"], "coordinates": [[-1.426, -0.007, 0.384], [-0.914, 0.620, -0.636], [1.967, 0.346, 0.465], [2.430, -1.189, -0.111], [1.205, 1.418, -0.436], [-2.349, -0.525, 0.454], [-0.775, -0.188, 1.335], [-1.137, 1.088, -1.545], [0.999, -1.563, 0.090]], "atomic_forces_ev_per_a": [[2.109, -0.712, 2.043], [3.853, 1.441, 1.533], [1.039, -0.671, 1.260], [-3.440, -0.040, 0.425], [-3.316, -0.248, -1.313], [-1.041, -0.023, -0.349], [-1.009, 0.449, -1.803], [-0.894, -0.080, -1.140], [2.699, -0.116, -0.655]], "molar_mass_g_mol": 108.19, "e_tot_ha": -950.05847, "lumo_energy_ev": 0.088, "homo_lumo_gap_ev": 8.84, "total_charge": 0}

2.
{"formula": "C9H8CsF9N5O3STe", "method": "wB97M-V/def2-TZVPD", "elements": ["Cs", "N", "N", "C", "N", "N", "N", "O", "O", "H", "H", "H", "H", "H", "Te", "C", "C", "C", "C", "S", "H", "H", "H", "F", "C", "F", "F", "C", "O", "C", "F", "F", "F", "C", "F", "F", "F"], "coordinates": [[1.459, 1.540, 0.586], [-0.423, -1.036, -0.242], [0.321, -2.205, -0.502], [1.671, -2.093, -0.693], [2.371, -3.204, -0.423], [2.108, -0.908, -1.097], [3.463, -0.754, -1.161], [4.228, -1.685, -1.413], [3.856, 0.388, -0.993], [-0.636, -1.041, 0.759], [-1.292, -1.076, -0.758], [0.106, -2.979, 0.121], [2.056, -3.708, 0.397], [3.367, -3.136, -0.569], [1.290, -1.967, 2.726], [0.662, -2.139, 4.724], [0.970, -3.104, 5.642], [0.397, -2.867, 6.926], [-0.324, -1.714, 6.975], [-0.319, -0.931, 5.448], [1.588, -3.957, 5.401], [0.529, -3.525, 7.775], [-0.854, -1.294, 7.814], [-2.137, 6.407, 0.347], [-1.182, 5.482, 0.581], [-0.082, 6.149, 0.982], [-1.595, 4.755, 1.626], [-0.855, 4.560, -0.646], [-0.186, 3.487, -0.281], [-0.036, 5.428, -1.677], [1.245, 5.524, -1.298], [-0.037, 4.858, -2.895], [-0.493, 6.687, -1.837], [-2.208, 4.160, -1.327], [-2.034, 3.149, -2.185], [-2.798, 5.164, -2.018], [-3.101, 3.746, -0.408]], "atomic_forces_ev_per_a": [[-0.110, 0.178, 0.202], [-0.068, -0.065, 0.165], [0.148, -0.090, 0.021], [-0.404, 0.429, 0.073], [0.045, -0.140, 0.103], [0.237, -0.367, -0.117], [0.148, 0.052, -0.133], [-0.059, 0.015, -0.024], [0.088, 0.046, -0.077], [0.091, 0.055, 0.003], [0.072, -0.059, -0.115], [-0.134, 0.011, -0.101], [0.012, -0.096, 0.024], [0.002, 0.003, -0.006], [-0.036, -0.075, 0.047], [0.140, 0.009, -0.124], [-0.102, -0.002, 0.063], [0.090, -0.008, -0.047], [-0.049, -0.006, -0.010], [-0.047, 0.046, 0.051], [0.001, -0.003, -0.001], [-0.003, 0.003, 0.011], [-0.007, -0.010, 0.008], [0.014, 0.006, 0.009], [-0.010, -0.065, 0.040], [-0.044, -0.011, 0.004], [0.021, 0.026, -0.012], [0.058, -0.065, -0.091], [-0.011, 0.209, 0.013], [0.030, -0.097, 0.061], [-0.022, 0.005, -0.014], [-0.013, -0.016, -0.007], [-0.007, 0.015, 0.010], [-0.083, 0.111, -0.063], [-0.021, 0.037, 0.046], [0.016, -0.077, 0.027], [0.020, -0.004, -0.038]], "molar_mass_g_mol": 697.75, "e_tot_ha": -2432.44791, "lumo_energy_ev": 2.096, "homo_lumo_gap_ev": 6.47, "total_charge": -1}

3.
{"formula": "C6H12N3", "method": "wB97M-V/def2-TZVPD", "elements": ["C", "C", "C", "C", "C", "C", "N", "N", "N", "H", "H", "H", "H", "H", "H", "H", "H", "H", "H", "H", "H"], "coordinates": [[-0.957, 2.054, -0.363], [0.325, 1.735, -0.063], [-1.726, 1.237, 0.518], [-0.265, -0.685, -1.639], [0.270, -2.140, 0.294], [0.580, -0.915, -0.449], [-0.995, 0.478, 1.275], [1.425, 0.484, 1.656], [0.333, 0.683, 0.813], [-1.310, 2.736, -1.127], [1.231, 1.944, -0.601], [-2.790, 1.222, 0.670], [-1.391, -0.770, -1.524], [-0.034, 0.354, -2.025], [0.196, -1.359, -2.381], [-0.850, -2.181, 0.635], [0.840, -2.293, 1.157], [0.344, -2.983, -0.465], [1.579, -0.520, -0.739], [1.773, 1.238, 2.121], [1.424, -0.319, 2.238]], "atomic_forces_ev_per_a": [[0.883, 0.352, 0.061], [-0.106, 0.762, -1.711], [-0.059, -0.284, 0.804], [-0.748, 1.975, -0.379], [-2.745, -0.584, -0.422], [-0.327, 1.065, -1.366], [0.253, -0.219, 0.123], [-0.316, -1.701, -2.058], [-0.441, -1.848, 0.723], [0.102, -0.085, 0.263], [0.254, 0.477, 0.149], [-0.234, -0.022, -0.153], [1.503, -0.385, -0.147], [-0.437, -1.290, 0.106], [-0.546, -0.067, 0.031], [1.977, 0.362, -0.808], [1.163, -0.586, 1.064], [0.291, 0.835, 0.976], [-0.283, -0.844, 1.221], [0.517, 2.916, 1.361], [-0.701, -0.829, 0.161]], "molar_mass_g_mol": 126.18, "e_tot_ha": -399.70251, "lumo_energy_ev": -4.890, "homo_lumo_gap_ev": 9.21, "total_charge": 1}

4.
{"formula": "BF4H20O10", "method": "wB97M-V/def2-TZVPD", "elements": ["B", "F", "F", "F", "F", "O", "H", "H", "O", "H", "H", "O", "H", "H", "O", "H", "H", "O", "H", "H", "O", "H", "H", "O", "H", "H", "O", "H", "H", "O", "H", "H", "O", "H", "H"], "coordinates": [[0.562, -19.001, 3.813], [-0.743, -18.926, 4.308], [1.497, -18.284, 4.578], [0.987, -20.342, 3.738], [0.556, -18.471, 2.505], [-1.971, -19.869, 1.241], [-2.338, -20.753, 1.346], [-1.607, -19.651, 2.112], [2.910, -16.966, 0.616], [2.460, -17.004, -0.234], [2.244, -17.249, 1.260], [2.000, -21.968, 1.482], [1.572, -22.813, 1.648], [1.533, -21.336, 2.050], [-2.377, -18.218, 6.889], [-3.197, -18.671, 6.673], [-1.700, -18.707, 6.406], [-2.248, -16.948, 3.217], [-1.550, -17.609, 3.388], [-2.429, -17.017, 2.274], [2.927, -20.973, 5.695], [3.571, -20.313, 5.968], [2.159, -20.456, 5.416], [0.093, -18.418, -0.265], [-0.520, -18.811, 0.377], [0.058, -17.473, -0.080], [2.436, -19.844, -0.511], [2.053, -19.121, 0.002], [2.354, -20.621, 0.064], [-0.842, -21.528, 5.730], [-0.478, -20.921, 5.065], [-0.577, -21.154, 6.576], [1.426, -15.641, 5.004], [1.187, -15.755, 5.928], [1.120, -16.464, 4.574]], "atomic_forces_ev_per_a": [[1.354, 0.422, -1.073], [-0.070, -0.229, 0.481], [-0.644, -0.462, 0.154], [-0.448, -0.155, 0.180], [-0.183, 0.032, 0.151], [0.053, 0.113, 0.343], [0.062, 0.022, -0.069], [-0.087, -0.063, -0.072], [-0.238, 0.154, 0.120], [0.085, -0.094, 0.020], [0.125, 0.014, -0.035], [-0.186, 0.089, 0.065], [0.023, 0.047, -0.009], [0.191, -0.125, 0.094], [0.061, -0.141, 0.186], [0.052, 0.027, -0.077], [-0.099, 0.125, -0.157], [0.214, -0.256, -0.172], [-0.528, 0.517, 0.001], [0.028, -0.004, 0.060], [-0.019, 0.065, 0.306], [-0.043, 0.009, -0.069], [0.251, -0.149, -0.185], [-0.255, 0.514, -0.023], [0.136, -0.115, -0.232], [-0.127, -0.084, 0.047], [0.325, -0.269, 0.135], [-0.083, -0.321, -0.239], [0.030, 0.118, -0.167], [-0.044, 0.212, -0.069], [-0.088, -0.354, 0.237], [0.045, -0.064, -0.051], [-0.254, -0.082, -0.268], [-0.046, -0.060, -0.029], [0.405, 0.549, 0.415]], "molar_mass_g_mol": 266.95, "e_tot_ha": -1189.06353, "lumo_energy_ev": 2.545, "homo_lumo_gap_ev": 9.87, "total_charge": -1}

5.
{"formula": "C3H5N2O", "method": "wB97M-V/def2-TZVPD", "elements": ["C", "C", "C", "N", "N", "O", "H", "H", "H", "H", "H"], "coordinates": [[-1.490, 1.306, -0.524], [-2.638, 0.597, -0.205], [3.132, -1.049, 0.320], [-0.421, 0.565, -0.114], [-0.809, -0.538, 0.339], [-2.146, -0.618, 0.234], [-1.367, 2.280, -0.846], [-3.672, 0.816, -0.132], [2.928, -0.836, -0.798], [3.791, -1.996, 0.610], [2.693, -0.526, 1.117]], "atomic_forces_ev_per_a": [[-1.961, -1.549, 1.422], [3.762, -0.625, -0.264], [1.349, -3.135, -2.125], [0.497, 0.257, -0.306], [0.431, -0.550, -0.435], [-1.924, 1.031, 0.538], [0.110, 1.579, -0.673], [-0.650, -0.216, -0.272], [0.348, -0.069, 1.915], [-1.275, 2.120, -0.748], [-0.687, 1.155, 0.949]], "molar_mass_g_mol": 85.09, "e_tot_ha": -301.55605, "lumo_energy_ev": -9.660, "homo_lumo_gap_ev": 3.86, "total_charge": 1}

6.
{"formula": "C21H33N3O3", "method": "wB97M-V/def2-TZVPD", "elements": ["C", "C", "O", "C", "C", "C", "C", "N", "C", "O", "N", "C", "C", "C", "C", "C", "C", "C", "C", "N", "C", "C", "O", "C", "C", "C", "C", "H", "H", "H", "H", "H", "H", "H", "H", "H", "H", "H", "H", "H", "H", "H", "H", "H", "H", "H", "H", "H", "H", "H", "H", "H", "H", "H", "H", "H", "H", "H", "H", "H"], "coordinates": [[7.699, 0.493, -1.284], [7.109, 0.017, -2.610], [6.194, -1.045, -2.449], [4.939, -0.794, -1.973], [4.394, 0.463, -1.736], [3.095, 0.577, -1.275], [2.309, -0.546, -1.037], [1.013, -0.335, -0.551], [0.033, -1.272, -0.321], [0.201, -2.461, -0.507], [-1.185, -0.787, 0.121], [-2.151, -1.843, 0.419], [-2.737, -2.460, -0.855], [-3.538, -1.485, -1.723], [-3.657, -2.031, -3.145], [-4.931, -1.239, -1.148], [-1.318, 0.527, 0.733], [-2.753, 1.046, 0.862], [-2.711, 2.469, 1.422], [-2.065, 2.480, 2.718], [-2.806, 2.737, 3.827], [-2.093, 2.661, 5.160], [-3.981, 3.038, 3.747], [-0.705, 2.001, 2.678], [-0.658, 0.574, 2.122], [2.856, -1.805, -1.273], [4.149, -1.919, -1.734], [8.182, -0.338, -0.778], [6.921, 0.885, -0.633], [8.434, 1.272, -1.467], [7.902, -0.402, -3.236], [6.648, 0.851, -3.153], [4.959, 1.365, -1.909], [2.688, 1.564, -1.098], [0.777, 0.640, -0.468], [-2.941, -1.440, 1.044], [-1.639, -2.639, 0.972], [-1.906, -2.861, -1.435], [-3.375, -3.296, -0.564], [-2.992, -0.537, -1.768], [-4.233, -1.351, -3.770], [-4.157, -2.997, -3.138], [-2.673, -2.158, -3.591], [-4.884, -0.886, -0.122], [-5.463, -0.496, -1.739], [-5.509, -2.161, -1.164], [-0.813, 1.253, 0.080], [-3.249, 1.044, -0.107], [-3.334, 0.439, 1.557], [-3.723, 2.856, 1.558], [-2.162, 3.133, 0.743], [-1.734, 1.652, 5.353], [-2.806, 2.933, 5.933], [-1.256, 3.355, 5.194], [-0.256, 2.032, 3.668], [-0.126, 2.664, 2.020], [0.378, 0.237, 2.059], [-1.194, -0.100, 2.793], [2.260, -2.683, -1.097], [4.577, -2.890, -1.924]], "atomic_forces_ev_per_a": [[-0.257, -0.200, -0.267], [0.302, 0.294, 0.091], [-0.172, -0.198, 0.036], [-0.175, -0.149, 0.055], [0.299, -0.034, -0.129], [-0.201, -0.197, 0.058], [0.361, -0.053, -0.109], [-0.290, 0.481, 0.123], [-0.092, 0.359, 0.011], [0.215, -0.399, -0.042], [-0.109, 0.001, -0.083], [-0.004, -0.455, -0.162], [0.061, 0.349, -0.001], [-0.137, -0.280, 0.004], [0.093, 0.228, 0.191], [0.290, 0.115, -0.090], [0.115, 0.030, 0.364], [0.273, 0.170, -0.150], [-0.401, -0.053, -0.065], [0.077, 0.062, -0.366], [0.195, 0.085, 0.266], [-0.253, 0.062, 0.013], [-0.358, 0.045, 0.147], [0.201, -0.307, 0.171], [0.082, 0.339, -0.204], [-0.099, -0.094, 0.021], [0.279, 0.296, -0.070], [0.064, -0.047, 0.055], [-0.010, 0.065, 0.081], [0.085, 0.101, 0.009], [-0.128, 0.125, 0.028], [0.033, -0.111, -0.009], [0.086, 0.045, -0.013], [-0.042, 0.087, 0.018], [-0.082, -0.208, 0.036], [0.021, 0.046, 0.042], [-0.152, 0.133, 0.041], [-0.043, -0.077, 0.042], [-0.058, -0.117, -0.022], [0.004, -0.013, 0.000], [-0.076, 0.028, -0.120], [-0.074, -0.147, -0.030], [0.090, -0.048, -0.093], [-0.065, 0.061, 0.173], [-0.120, 0.083, -0.019], [-0.095, -0.119, 0.014], [-0.090, 0.000, 0.078], [-0.068, -0.050, -0.056], [-0.040, -0.046, -0.022], [0.184, -0.009, -0.092], [-0.023, -0.009, 0.001], [0.113, -0.061, 0.037], [-0.006, -0.009, -0.046], [0.123, -0.013, 0.025], [-0.003, 0.079, -0.062], [0.037, -0.025, 0.085], [0.018, -0.029, -0.003], [-0.030, -0.060, 0.032], [0.006, -0.024, -0.002], [0.045, -0.128, -0.018]], "molar_mass_g_mol": 375.51, "e_tot_ha": -1210.03789, "lumo_energy_ev": 0.440, "homo_lumo_gap_ev": 8.21, "smiles": "CCOc1ccc(NC(=O)N(CCC(C)C)C2CCN(C(C)=O)CC2)cc1", "total_charge": 0}

7.
{"formula": "C5H10O", "method": "wB97M-V/def2-TZVPD", "elements": ["C", "C", "C", "C", "H", "H", "H", "H", "H", "H", "H", "H", "C", "O", "H", "H"], "coordinates": [[-1.325, -0.692, 0.316], [0.003, -0.752, 0.198], [0.682, -1.053, -1.110], [0.926, -0.479, 1.354], [-1.981, -0.884, -0.531], [-1.801, -0.465, 1.267], [-0.038, -1.246, -1.911], [1.335, -1.930, -1.015], [1.318, -0.208, -1.406], [1.603, -1.327, 1.520], [0.376, -0.291, 2.280], [1.549, 0.399, 1.136], [-0.666, 2.227, -0.523], [0.504, 2.484, -0.381], [-1.080, 1.871, -1.487], [-1.404, 2.348, 0.294]], "atomic_forces_ev_per_a": [[0.095, -0.045, -0.002], [-0.143, 0.004, 0.011], [-0.015, -0.004, -0.049], [-0.013, 0.015, 0.051], [0.118, 0.013, 0.103], [0.095, -0.042, -0.120], [0.089, 0.035, 0.132], [-0.084, 0.140, 0.005], [-0.081, -0.111, 0.050], [-0.094, 0.126, -0.053], [0.063, -0.023, -0.147], [-0.088, -0.120, 0.015], [0.303, 0.076, 0.026], [-0.504, -0.096, -0.064], [0.113, 0.019, 0.085], [0.146, 0.012, -0.043]], "molar_mass_g_mol": 86.13, "e_tot_ha": -271.69949, "lumo_energy_ev": 0.966, "homo_lumo_gap_ev": 10.44, "smiles": "C=C(C)C.C=O", "total_charge": 0}

8.
{"formula": "C3H3Cl9Cr2O8S2", "method": "wB97M-V/def2-TZVPD", "elements": ["Cr", "Cr", "S", "O", "O", "O", "O", "S", "O", "O", "O", "O", "C", "Cl", "Cl", "Cl", "H", "C", "Cl", "Cl", "Cl", "H", "C", "Cl", "Cl", "Cl", "H"], "coordinates": [[-1.783, 0.547, -1.406], [-0.017, -2.737, -1.028], [-3.212, -1.543, -1.424], [-2.065, -2.305, -0.885], [-3.409, -0.336, -0.616], [-2.691, -0.763, -2.537], [-4.412, -2.371, -1.640], [0.514, -0.181, -0.287], [0.695, -1.409, 0.426], [-0.604, 0.621, 0.176], [1.670, 0.587, -0.630], [-0.131, -0.691, -1.508], [-1.753, 1.446, 3.356], [-3.374, 0.878, 2.954], [-1.557, 1.235, 5.114], [-1.546, 3.113, 2.921], [-0.924, 0.937, 2.864], [1.460, 1.930, -3.439], [-0.221, 2.068, -2.879], [1.767, 3.131, -4.603], [1.588, 0.231, -4.109], [2.096, 2.115, -2.574], [3.545, -1.340, 2.202], [2.596, -2.335, 3.347], [5.280, -1.717, 2.281], [3.316, 0.329, 2.741], [3.174, -1.441, 1.182]], "atomic_forces_ev_per_a": [[-1.560, 0.090, -0.434], [-1.976, 2.791, 0.253], [-4.109, -1.634, -0.183], [1.405, -2.342, 0.747], [-1.124, 1.141, 4.201], [1.464, -0.145, -5.548], [2.802, 1.601, 0.342], [1.043, 3.490, -1.236], [1.580, -3.259, 2.677], [-0.394, 1.903, 3.006], [0.550, -0.342, 0.898], [0.510, -3.644, -4.395], [0.008, -0.233, 0.649], [0.384, -0.150, -0.467], [0.291, -0.012, -0.024], [-0.005, 0.820, -0.219], [-0.640, -0.448, -0.039], [-0.203, -1.578, 0.396], [-0.659, 0.828, 0.019], [0.269, 0.577, -0.850], [0.489, 1.169, 0.377], [-0.052, -0.672, -0.147], [0.022, 0.414, 0.900], [0.287, -0.248, -0.637], [-0.420, -0.225, -0.210], [-0.031, 0.213, -0.396], [0.069, -0.105, 0.321]], "spin_multiplicity": 9, "molar_mass_g_mol": 654.25, "e_tot_ha": -7745.05890, "lumo_energy_ev": [-2.902, -2.556], "homo_lumo_gap_ev": [6.06, 7.70], "total_charge": 0}

Results for relative energy (zero: lowest compared OMol25 entry of this formula, charge and spin): 394.4; 14.5; 468.7; 71.1; 717.4; 64.4; 139.5; 356.8 (in kJ/mol, following the order of the records).